Record 1
49
Properties=species:S:1:pos:R:3:forces:R:3 method="wB97M-V/def2-TZVPD" homo_lumo_gap_ev=9.863 total_charge=+1
O 2.8781 2.1149 -0.8240 -0.2971 -0.2921 0.2761
H 3.7171 2.3704 -1.1895 0.5048 0.0967 -0.2714
H 0.4538 -4.4771 4.3644 -0.4299 -0.4057 0.8158
O 1.7708 1.4047 4.2509 -1.2846 -0.1256 -1.7576
H 1.9180 -0.9996 -0.4247 1.4787 -0.5040 -0.2148
H 4.6005 -1.1599 2.4476 0.0023 -0.1961 -0.1459
O 1.0503 -0.6531 -0.4181 -1.9560 0.9666 0.4726
H -0.6195 2.7580 1.2385 -1.4771 0.2355 -1.1869
H 1.9696 -2.4785 -2.9257 -0.0807 -0.4459 0.5460
O 0.8242 2.7637 1.6721 0.2177 1.0280 0.6564
H 1.2999 2.0264 2.0959 -0.3018 0.3481 0.1098
H -3.0487 -3.8187 -1.7830 0.8156 -0.7871 -0.4326
O -1.7187 5.3221 -0.0979 -0.7522 -0.6613 0.3090
H 1.7784 1.8423 5.0857 0.6933 0.0989 0.9425
H -2.4859 5.1898 -0.6762 0.2515 0.4422 0.0260
O -0.2917 -1.3712 5.0985 0.8449 3.4629 -0.1020
H -0.2185 -0.3497 5.1413 -1.5759 -1.9151 0.2432
H 1.4137 -3.0003 -1.4902 0.3411 0.5925 -1.2350
O -3.1761 0.8134 -0.0366 0.5372 1.9206 -0.7266
H -0.1894 -1.8091 -5.6939 0.4782 -0.6575 0.1072
H -3.3117 0.0582 0.5120 0.0488 -1.0571 -0.1154
O -1.4845 -3.2554 -3.2808 -0.0033 0.0175 0.2038
H 0.1538 -3.2150 3.5459 -0.1370 -0.2052 0.2029
H -1.1412 -3.8079 -4.0046 0.2174 0.2144 0.8264
O 1.2978 -2.3653 -2.2377 -0.1765 -0.6429 0.3714
H 2.2989 1.8675 -1.5663 0.0315 0.2336 0.3095
O 3.8799 -1.8026 2.5096 -0.5286 0.5431 3.1644
H 0.1114 1.9550 -2.8221 -0.1478 -0.7302 1.5234
H 3.6893 -1.8014 3.5329 0.5282 -0.3332 -3.0346
O 0.4637 1.8938 -1.9040 0.7571 1.6931 -1.1737
H 0.0367 1.2840 -1.3162 -0.5463 -0.7528 -0.6625
H -1.2642 -0.2893 -1.8937 0.6257 -0.9298 0.3109
O -1.5920 2.9896 0.7107 2.7086 1.5086 1.2764
H 1.1737 3.5903 2.1095 -0.5170 -1.3602 -0.6878
H -1.7171 0.2056 -3.2635 -0.2979 0.0273 0.3667
O -3.7930 -3.2490 -1.7418 -1.0827 1.0755 0.8353
H -4.4159 -3.5336 -2.4073 -0.0190 -0.1851 -0.2453
H -1.6726 2.4916 -0.1185 -0.1374 -0.4228 0.1965
O -1.8287 0.3495 -2.3062 -0.2325 0.4913 -0.9807
H -1.4465 4.0469 0.4470 -0.5545 -1.5296 0.0518
H 0.6359 -1.3500 4.8568 0.7832 -1.5483 -0.2178
O 0.7280 -3.9870 3.6065 0.5176 0.6817 -0.9865
H -1.1787 6.0401 -0.4007 0.3886 0.5525 -0.4205
H 1.0679 0.0436 0.2411 0.2354 0.0177 0.2346
O -0.7026 -1.2877 -5.0936 -0.7656 1.5652 0.6411
H -0.8833 -3.2245 -2.5126 0.1293 -0.3802 -0.9525
H 2.4916 0.8119 4.0673 0.6440 -0.0613 0.6867
H -2.7907 0.6615 -0.9295 -0.7858 -0.8887 0.7548
H -0.7314 -1.6091 -4.1753 0.3063 -0.7956 -0.9109

***

Record 2
16
Properties=species:S:1:pos:R:3:forces:R:3 method="wB97M-V/def2-TZVPD" homo_lumo_gap_ev="7.069 / 7.358" total_charge=0
C 0.5091 0.7492 -0.1065 -2.3105 0.6371 -0.8795
C 1.3300 1.7071 -0.3151 2.2023 1.4723 -0.0945
C -0.9789 1.0660 -0.0229 3.2467 2.9957 2.3178
C 0.8223 -0.6400 -0.3188 0.6267 -2.0834 1.7610
N 4.8198 0.8651 -1.5007 -1.1822 1.3945 -0.6916
P 5.3613 0.0680 -0.3571 0.6726 -1.3414 1.4623
Br 3.0536 2.0899 -0.7452 -0.7191 -0.7169 -0.3472
Br 7.3906 -0.7000 -0.8163 -0.2021 0.3294 0.3713
Br 4.4297 -1.9266 0.2358 0.0884 0.3504 -0.1170
Br 5.2842 1.0316 1.7037 0.4644 -0.3686 -0.4564
H -1.0975 2.1259 0.0303 0.0765 1.1505 -0.8630
H -1.4021 0.7135 -0.8442 -2.2945 -1.7520 -3.3593
H -1.4570 0.9178 0.8787 -0.8837 -1.8730 1.9748
H 0.4581 -1.1645 -1.1781 -0.3007 0.2807 -0.8259
H 1.8538 -0.8516 -0.1524 0.9261 -0.0510 -0.4682
H 0.3809 -1.1491 0.5315 -0.4109 -0.4243 0.2155

***

Record 3
66
Properties=species:S:1:pos:R:3:forces:R:3 method="wB97M-V/def2-TZVPD" homo_lumo_gap_ev=8.579 total_charge=0
C 1.1393 2.0318 0.9518 1.9784 3.8573 -1.6856
C 1.3729 3.6234 1.0630 -1.1488 -0.2861 -0.8649
C 0.5430 4.4936 0.0193 0.3085 -1.2933 0.4101
O 1.0547 4.0462 2.3498 -0.0510 0.3063 1.0569
H 0.1606 1.6514 1.2443 0.3176 1.5408 -0.0599
H 1.8263 1.3885 1.5016 0.9929 1.6602 -1.7330
H 1.3738 1.8335 -0.0940 -0.2575 0.5289 0.4357
H 2.3939 3.9592 0.8816 0.2952 -0.7741 0.1240
H 0.9231 5.5100 -0.0841 0.3252 -0.1900 0.1047
H -0.5024 4.6082 0.3059 -0.1192 -0.3061 0.1542
H 0.5709 3.9818 -0.9427 -0.0124 0.2227 -0.1971
H 0.1024 3.9442 2.4165 -0.1905 0.1306 0.3281
C 2.8950 0.0759 -1.1482 -1.3746 0.5877 -0.0274
C 3.0979 0.1025 -2.6050 0.3893 3.1236 -1.7791
C 1.8802 0.4796 -3.5206 0.2502 -1.2648 -0.5749
O 3.8689 1.3282 -2.8404 0.5727 -0.1709 -0.1822
H 3.7440 0.4337 -0.5657 0.3923 -0.2053 -0.1333
H 2.5709 -0.8833 -0.7446 0.4552 2.2629 -3.1354
H 2.0734 0.7510 -0.9085 0.7589 -0.0274 -0.3576
H 3.7056 -0.7285 -2.9631 -0.3983 -0.2649 -0.2882
H 1.4478 -0.4131 -3.9726 -0.5666 -0.1271 0.4369
H 2.1843 1.0269 -4.4129 0.8569 -0.0818 0.1309
H 1.1266 1.1722 -3.1460 -0.0266 -0.4535 0.8621
H 4.6670 1.2717 -2.3100 0.1949 0.0987 0.0514
C -3.8276 -1.2920 -0.1536 -0.3474 -1.7176 -0.5679
C -2.7193 -2.3856 -0.0230 -0.0555 0.4539 0.0755
C -2.7333 -3.0615 1.3291 -0.6756 0.0065 0.6003
O -2.8552 -3.4372 -0.9529 -0.6884 -1.1140 -0.7619
H -4.7504 -1.7727 -0.4784 -0.2426 -0.4930 0.5547
H -3.6487 -0.6946 -1.0475 -0.2327 0.6259 0.8651
H -3.8994 -0.7502 0.7895 -0.4177 -0.0446 -0.8690
H -1.7244 -1.9907 -0.2282 -0.4192 0.0784 0.4817
H -2.9208 -2.4117 2.1839 0.5250 0.4562 -0.1536
H -1.8470 -3.6703 1.5078 -0.0550 -0.0182 -0.0508
H -3.6282 -3.6812 1.3859 0.0753 -0.4683 -0.3250
H -2.3603 -3.2862 -1.7615 -0.0766 0.2843 0.0463
C -1.8667 -0.5323 -2.4638 -1.0590 -0.1380 0.3526
O -2.8346 -0.7704 -3.4553 0.3798 -0.6937 -0.5219
H -0.8845 -1.0047 -2.4484 0.2389 -0.1588 -1.7009
H -1.8060 0.5452 -2.3109 0.3008 0.0908 0.0365
H -2.2539 -0.9949 -1.5560 0.1216 0.7215 -0.6656
H -2.4671 -0.5744 -4.3202 -0.0139 0.0555 -0.0839
C 2.1584 -2.2137 0.2478 -0.9180 -1.6132 0.9603
O 2.9913 -3.1814 0.8497 0.0500 -0.1608 0.6606
H 1.7582 -2.6172 -0.6823 0.6494 0.2681 -0.5054
H 1.2547 -1.9793 0.8105 0.4103 -0.8044 -0.5149
H 2.7533 -1.3032 0.1772 -0.3669 -1.9461 1.9340
H 3.4388 -2.6232 1.4897 0.6096 -0.7759 0.3483
C -0.1401 0.0378 -0.2543 -0.6534 -1.2122 -1.1049
O -0.7962 -0.6529 0.8849 6.5995 -2.8859 -5.8677
H -0.7218 -0.0665 -1.1702 0.3383 -0.0853 1.5397
H -0.0034 1.1125 -0.1348 -1.1396 -1.6131 -0.3456
H 0.8219 -0.3954 -0.5281 -0.5958 -0.1186 0.6890
H -0.1481 -0.6611 1.5931 -0.8085 -1.0020 -1.4624
C 0.6526 0.2702 2.8089 1.7560 -0.1016 4.1577
O 0.8834 -0.9868 2.1986 2.8847 -0.2976 2.5383
H 1.4103 0.9815 2.4801 -1.2332 -1.2079 2.1898
H -0.3735 0.5917 2.6301 0.9115 0.0571 0.4888
H 0.8577 0.0150 3.8486 -0.7304 0.8289 0.5840
H 1.8012 -1.2255 2.3481 -0.1003 -0.1259 0.1216
C -2.4083 0.2496 2.6719 -1.2346 -1.4732 -1.8009
O -2.4697 0.3633 1.2538 -6.6295 6.1853 3.6129
H -2.2331 1.1501 3.2606 0.2536 0.1407 -0.0890
H -3.3367 -0.2180 2.9996 -0.4057 0.3271 0.3182
H -1.7025 -0.5694 2.8104 0.2033 0.1445 1.0829
H -1.6410 -0.0012 0.9344 -1.1512 0.6712 0.0759

***

Number 1: E_tot -33288.1539 eV. Number 2: E_tot -295189.9131 eV. Number 3: E_tot -31596.0582 eV.